Computed, not measured: a 3-piece molecular cluster, C14H29O8P overall at a distorted geometry, with wB97M-V/def2-TZVPD.

Structure (XYZ):
```
52
Properties=species:S:1:pos:R:3:forces:R:3
C 0.045 -0.089 -1.942 -0.4 0.4 -0.7
O 1.165 0.362 -1.177 0.0 -1.0 -0.2
C 1.453 -0.675 -0.254 0.2 -0.2 1.2
C 2.605 -0.332 0.709 -0.7 1.4 0.0
C 2.663 -1.218 1.983 0.7 -0.4 -0.8
C 2.129 -2.661 1.807 0.3 0.7 0.7
O 1.919 -3.195 3.152 -0.4 0.4 -0.5
C 0.570 -3.452 3.288 0.6 1.8 0.6
O 0.097 -4.479 3.031 -1.1 -2.9 -0.6
P 3.308 -3.826 0.937 -0.3 -1.7 0.6
O 3.149 -5.213 1.435 0.0 0.1 -0.2
H -0.907 0.322 -1.551 0.4 -0.3 0.1
H 0.115 0.261 -2.987 0.3 0.0 0.4
H -0.015 -1.187 -1.967 -0.1 0.4 0.1
H 1.708 -1.632 -0.761 -0.3 0.4 -0.1
H 0.539 -0.855 0.351 0.3 -0.1 -0.2
H 2.420 0.715 1.060 0.3 -0.8 -0.4
H 3.551 -0.297 0.144 -0.2 -0.2 0.3
H 2.190 -0.742 2.854 -0.2 -0.2 -0.5
H 3.733 -1.312 2.254 -0.5 0.1 0.1
H 1.154 -2.733 1.296 0.5 0.2 -0.2
H -0.124 -2.651 3.624 0.9 0.5 0.1
H 4.657 -3.431 1.155 -0.4 0.7 -0.3
H 3.047 -3.753 -0.465 0.2 0.6 0.4
O -1.679 -2.400 -0.511 -0.1 0.0 -0.1
C -2.807 -2.239 -0.127 0.1 0.1 0.4
O -3.736 -1.772 -0.979 0.1 -0.1 -0.5
C -5.133 -1.694 -0.677 -0.1 0.1 0.2
C -5.463 -0.432 0.093 0.1 0.1 0.1
C -3.176 -2.474 1.318 -0.3 -0.5 0.0
H -5.469 -2.597 -0.165 0.1 0.0 0.1
H -5.645 -1.676 -1.639 0.2 0.0 -0.1
H -4.952 -0.400 1.055 -0.1 -0.1 0.0
H -6.537 -0.360 0.271 0.0 0.0 0.0
H -5.141 0.447 -0.467 -0.1 0.0 -0.1
H -2.883 -1.603 1.904 0.0 0.0 0.0
H -2.630 -3.347 1.673 0.2 0.2 0.0
H -4.231 -2.680 1.480 0.0 0.2 0.0
O 2.377 2.916 0.354 -0.1 0.3 0.2
C 2.071 3.748 -0.455 0.1 -0.3 -0.3
O 0.976 4.505 -0.248 -0.1 0.1 0.5
C 0.610 5.622 -1.062 0.0 0.0 -0.3
C -0.146 5.181 -2.299 0.0 -0.1 -0.1
C 2.843 3.900 -1.741 0.3 0.5 0.0
H 1.486 6.229 -1.302 0.0 -0.1 0.0
H -0.037 6.243 -0.443 0.1 -0.1 0.1
H 0.461 4.537 -2.936 0.0 0.1 0.0
H -0.463 6.045 -2.884 0.0 0.0 0.0
H -1.029 4.605 -2.016 0.0 0.1 0.0
H 2.513 3.133 -2.443 0.0 0.0 0.1
H 3.900 3.757 -1.525 -0.1 -0.2 0.0
H 2.749 4.880 -2.205 -0.1 -0.1 -0.1
```
Forces are in eV/Å.

Its max |F| is 3.14 eV/Å. The value obtained for the total energy is -40655.1492 eV. The value obtained for the energy above the lowest of the compared OMol25 structures with the same formula, charge and spin is 0.000 eV. The HOMO-LUMO gap is 10.1834 eV. As for the SMILES: COCCC[C@H](OC=O)[PH2]=O.CCOC(C)=O.CCOC(C)=O.

Here are the Löwdin charges for atoms 1 to 6, given in e: C -0.109; O -0.177; C -0.268; C -0.157; C -0.166; C -0.408


Computed, not measured: a 2-piece molecular cluster, C14H30BNO7P overall at a distorted geometry, with wB97M-V/def2-TZVPD.

Structure (XYZ):
```
54
Properties=species:S:1:pos:R:3:forces:R:3
C 0.279 -0.541 1.199 -0.2 -0.1 -0.2
C -0.292 -1.707 0.807 -0.2 0.7 0.5
C -0.910 -1.993 -0.539 -0.9 -0.4 -0.2
C -0.139 -3.252 -1.055 -0.1 0.0 0.9
O 1.222 -3.176 -0.787 -0.1 0.0 -0.5
C 2.039 -2.701 -1.860 0.5 0.3 0.0
C 2.743 -1.372 -1.565 0.6 0.0 -0.1
C 4.256 -1.500 -1.260 -0.6 0.4 0.4
C -2.385 -2.410 -0.525 0.3 -0.3 0.1
N -3.316 -1.222 -0.439 0.2 0.3 -0.7
P -3.465 -0.643 1.250 -0.5 -0.7 1.7
O -3.804 -1.789 2.092 0.0 -0.2 -0.1
C -2.964 -0.172 -1.518 0.1 0.2 0.1
B -2.753 1.370 -1.018 0.3 0.2 0.2
C -3.900 2.366 -0.663 0.1 -0.4 -0.2
O -1.465 1.820 -0.958 -0.5 0.2 0.9
C -1.734 -0.617 -2.293 -0.1 0.0 -0.5
O -0.658 -0.942 -1.465 0.0 0.5 0.7
H -0.250 0.412 1.270 0.4 0.4 -1.6
H 1.334 -0.476 1.445 -0.4 -0.4 1.8
H -0.247 -2.559 1.481 1.4 -0.6 -0.8
H -0.537 -4.103 -0.494 0.0 -0.2 -0.1
H -0.349 -3.390 -2.118 -0.1 0.1 -0.1
H 1.475 -2.599 -2.787 -0.3 -0.1 0.1
H 2.807 -3.453 -2.037 -0.1 -0.2 0.0
H 2.630 -0.730 -2.437 -0.1 0.0 -0.1
H 2.280 -0.842 -0.738 -0.3 -0.1 0.0
H 4.423 -1.307 -0.202 0.2 -0.1 0.1
H 4.644 -2.490 -1.480 0.1 0.0 -0.2
H 4.794 -0.733 -1.809 0.3 -0.1 -0.1
H -2.555 -3.072 0.321 -0.2 0.2 0.2
H -2.659 -2.981 -1.411 -0.1 0.2 -0.2
H -4.243 -1.587 -0.666 -0.1 0.0 0.2
H -4.478 0.325 1.232 0.2 0.2 -0.6
H -2.241 -0.059 1.589 0.0 0.4 -0.7
H -3.784 -0.159 -2.238 -0.3 0.0 0.2
H -4.913 1.989 -0.779 -0.1 0.1 -0.1
H -3.758 2.656 0.382 0.0 0.1 0.0
H -3.756 3.280 -1.240 -0.1 0.1 0.0
H -0.899 1.241 -0.426 0.5 -0.2 -0.8
H -1.969 -1.407 -3.014 0.0 -0.2 0.1
H -1.422 0.241 -2.884 0.1 0.0 -0.1
C 3.506 3.026 4.572 0.1 0.0 0.2
O 2.877 2.461 3.413 0.0 0.0 0.0
C 2.584 3.347 2.466 0.1 -0.1 0.1
O 2.791 4.528 2.505 0.0 0.1 0.0
O 2.008 2.691 1.450 0.0 -0.1 -0.2
C 1.625 3.546 0.367 -0.3 0.0 -0.1
H 3.688 2.200 5.253 0.0 -0.1 -0.1
H 4.452 3.491 4.305 0.0 0.1 0.0
H 2.851 3.752 5.047 0.0 0.1 -0.1
H 2.481 4.043 -0.083 0.1 0.0 0.1
H 0.908 4.283 0.724 0.1 0.1 -0.1
H 1.146 2.917 -0.380 0.0 -0.1 0.1
```
Forces are in eV/Å.

Its max |F| is 1.88 eV/Å. The value obtained for the total energy is -40783.2895 eV. Its charge is +1. The HOMO-LUMO gap is 8.4007 eV.

Here are the Löwdin charges for atoms 1 to 6, given in e: C 0.052; C -0.079; C -0.417; C -0.147; O -0.103; C -0.180


Computed, not measured: C14H30FIInO5S2 as an isolated structure at a distorted geometry, with wB97M-V/def2-TZVPD.

Structure (XYZ):
```
54
Properties=species:S:1:pos:R:3:forces:R:3
C -3.874 -0.305 -3.244 0.4 0.5 0.2
C -2.473 0.045 -2.740 -0.7 -0.3 0.4
F -2.268 1.433 -3.059 0.2 0.0 -0.4
C -2.263 -0.144 -1.280 0.3 -0.4 0.2
In -2.503 -2.274 -0.605 -0.7 0.0 -0.1
I -0.167 -3.761 -1.261 0.0 0.2 0.1
C -3.115 -2.553 1.521 1.0 -0.1 -0.3
C -2.388 -1.726 2.584 -0.3 0.2 0.4
C -1.831 -0.427 2.071 -0.4 0.4 -0.2
O -1.253 0.356 3.127 0.0 0.4 -0.1
H -4.416 -0.829 -2.471 -0.2 -0.3 0.0
H -3.830 -0.905 -4.143 -0.1 -0.2 -0.2
H -4.386 0.628 -3.460 -0.2 0.1 -0.1
H -1.736 -0.537 -3.283 0.4 0.2 -0.3
H -2.951 0.465 -0.699 -0.4 0.1 0.0
H -1.266 0.200 -1.019 0.3 0.0 0.0
H -3.795 -3.004 -1.617 0.3 0.0 0.1
H -4.194 -2.431 1.553 -0.2 0.2 0.0
H -2.924 -3.595 1.751 -0.1 -0.3 -0.1
H -1.583 -2.269 3.071 -0.1 -0.2 -0.2
H -3.095 -1.460 3.372 0.0 0.0 0.3
H -2.651 0.139 1.626 -0.1 0.1 -0.1
H -1.110 -0.588 1.269 0.3 -0.1 0.0
H -1.428 1.286 2.911 0.2 -0.5 0.2
C 1.004 3.214 -4.953 0.1 0.1 0.1
C 2.446 2.792 -4.640 0.0 0.0 0.0
C 2.767 3.287 -3.225 0.2 -0.1 -0.3
S 1.198 3.338 -2.345 -0.1 -0.2 -0.1
O 0.905 4.715 -2.024 0.0 0.0 0.1
O 1.194 2.321 -1.326 0.0 0.2 0.1
C 0.179 2.835 -3.726 0.2 0.1 -0.3
H 0.625 2.724 -5.849 0.0 0.0 0.0
H 0.962 4.294 -5.114 0.0 0.0 0.0
H 2.523 1.704 -4.676 0.0 0.0 0.0
H 3.153 3.194 -5.365 0.0 0.0 0.0
H 3.443 2.622 -2.694 0.0 0.0 0.1
H 3.172 4.298 -3.234 -0.1 0.0 0.1
H -0.780 3.339 -3.668 0.0 0.0 0.2
H 0.035 1.760 -3.658 -0.1 0.0 0.1
C 3.299 -0.612 3.617 0.0 -0.1 0.1
C 3.817 -2.021 3.941 0.0 0.0 0.0
C 2.790 -2.685 4.867 0.4 -0.1 -0.1
S 1.204 -1.930 4.472 -0.1 0.2 -0.3
O 0.752 -1.195 5.626 0.0 -0.1 0.1
O 0.363 -2.898 3.819 0.1 -0.1 0.4
C 1.826 -0.780 3.256 0.3 0.2 -0.1
H 3.857 -0.152 2.803 0.0 0.0 0.0
H 3.395 0.029 4.497 0.0 0.0 0.0
H 3.905 -2.595 3.017 0.0 0.0 0.0
H 4.803 -1.994 4.405 0.0 0.0 0.0
H 2.716 -3.757 4.703 -0.1 0.0 0.0
H 2.997 -2.483 5.916 -0.1 0.0 0.0
H 1.245 0.137 3.308 -0.2 -0.1 0.0
H 1.705 -1.243 2.276 -0.1 0.0 0.0
```
Forces are in eV/Å.

Its max |F| is 1.03 eV/Å. The value obtained for the total energy is -62905.4741 eV. Its charge is -1. The value obtained for the energy above the lowest of the compared OMol25 structures with the same formula, charge and spin is 0.495 eV. The HOMO-LUMO gap is 7.2097 eV.

Here are the Löwdin charges for atoms 1 to 6, given in e: C -0.071; C -0.471; F -0.104; C -0.269; In 0.271; I -0.108